Record 1
{
  "formula": "C37H39Ge2N5OPPdS",
  "method": "the ωB97M-V functional and the def2-TZVPD basis",
  "species": ["Pd", "O", "N", "C", "C", "C", "C", "C", "C", "C", "P", "C", "C", "C", "C", "C", "C", "C", "C", "C", "C", "C", "C", "H", "H", "H", "H", "H", "H", "H", "H", "H", "H", "H", "H", "H", "H", "H", "H", "N", "C", "N", "N", "C", "N", "H", "H", "H", "H", "S", "C", "C", "Ge", "C", "C", "Ge", "C", "C", "C", "C", "C", "C", "C", "C", "C", "C", "C", "C", "H", "H", "H", "H", "H", "H", "H", "H", "H", "H", "H", "H", "H", "H", "H", "H", "H", "H", "H"],
  "coordinates": [[-0.255393, -0.685138, -0.653480], [-1.007393, -3.387838, -0.122080], [-1.950693, -2.446138, -0.560380], [-2.837293, -2.146838, 0.298120], [-3.902593, -1.199338, -0.022780], [-5.214093, -1.642338, 0.153520], [-6.283593, -0.835538, -0.185680], [-6.054293, 0.444162, -0.671880], [-4.760893, 0.906962, -0.817280], [-3.672293, 0.095162, -0.503480], [-2.008893, 0.836362, -0.645180], [-1.930093, 2.005062, 0.742720], [-0.805993, 2.830562, 0.796520], [-0.642493, 3.727862, 1.833220], [-1.599793, 3.801662, 2.834220], [-2.713493, 2.979862, 2.790420], [-2.881193, 2.077762, 1.753620], [-2.136393, 1.879062, -2.122980], [-2.143193, 3.270462, -2.080780], [-2.199393, 3.984162, -3.264280], [-2.218993, 3.328762, -4.484480], [-2.215093, 1.942862, -4.526380], [-2.193293, 1.220262, -3.350880], [-0.605593, -3.743438, -0.934680], [-2.875293, -2.638738, 1.271420], [-5.383893, -2.643338, 0.526620], [-7.292793, -1.202838, -0.074180], [-6.883393, 1.080862, -0.940480], [-4.582393, 1.908762, -1.181280], [-0.072393, 2.768862, -0.000380], [0.226107, 4.370362, 1.863620], [-1.477393, 4.501962, 3.646620], [-3.459493, 3.043562, 3.568720], [-3.755693, 1.444262, 1.724720], [-2.110693, 3.792462, -1.132880], [-2.223093, 5.062162, -3.234080], [-2.238693, 3.897162, -5.400580], [-2.223793, 1.431562, -5.476580], [-2.204793, 0.135662, -3.365780], [0.295107, -1.882538, 4.926120], [-0.369593, -0.708838, 4.946920], [-0.736493, -0.188438, 6.127120], [-0.690893, -0.052338, 3.865320], [-0.503693, -0.430338, 2.663720], [-0.465793, -0.701838, 1.535620], [0.613607, -2.323238, 5.772920], [0.703807, -2.186438, 4.057920], [-0.649093, -0.719638, 6.976120], [-1.342993, 0.613262, 6.119120], [0.544807, -0.699138, -3.933480], [-0.135793, -1.149438, -2.607480], [2.065007, -4.048738, -2.427180], [2.831507, -3.302338, -0.752380], [4.817307, -3.459838, -0.819780], [2.161707, -4.376038, 0.785520], [2.095407, -0.910238, -0.548880], [2.827307, 0.226462, -1.995680], [2.259407, 1.484462, -2.167580], [2.599507, 2.276762, -3.246580], [3.498407, 1.802462, -4.188380], [4.056007, 0.544062, -4.041780], [3.722007, -0.236738, -2.949780], [2.710607, -0.178538, 1.189920], [2.281907, 1.077262, 1.602220], [2.670407, 1.599062, 2.821320], [3.495107, 0.859462, 3.653620], [3.923107, -0.398238, 3.261620], [3.527607, -0.911538, 2.039320], [2.244007, -5.119638, -2.466480], [2.539207, -3.592738, -3.291180], [0.994807, -3.868638, -2.498480], [5.070507, -4.509538, -0.932580], [5.274607, -3.088538, 0.091520], [5.228707, -2.914538, -1.662080], [2.331207, -5.428338, 0.576220], [1.099507, -4.219638, 0.945320], [2.696607, -4.121338, 1.694920], [1.510307, 1.824262, -1.454580], [2.150407, 3.252462, -3.367180], [3.753407, 2.408662, -5.043680], [4.738907, 0.164162, -4.787180], [4.149107, -1.225438, -2.843080], [1.625307, 1.646062, 0.956620], [2.332807, 2.580462, 3.124520], [3.809107, 1.265062, 4.603620], [4.567907, -0.977138, 3.907920], [3.868407, -1.891538, 1.729220]],
  "forces_ev_per_angstrom": [[-0.5, -0.6, -0.3], [-0.6, -0.2, 0.3], [-0.3, -0.5, -0.4], [0.6, -0.9, 0.4], [-0.2, 0.5, -0.3], [0.1, 0.0, 0.0], [0.0, 0.1, 0.0], [-0.1, 0.0, 0.0], [0.0, -0.2, 0.0], [0.0, 0.2, 0.0], [-1.0, 0.5, 0.0], [0.0, 0.0, -0.1], [-0.1, -0.1, -0.1], [0.1, 0.0, 0.0], [-0.1, 0.0, 0.0], [0.0, 0.1, 0.2], [0.1, 0.0, -0.2], [-0.1, 0.0, 0.1], [0.0, -0.2, 0.0], [0.0, 0.2, -0.1], [0.0, 0.0, 0.1], [-0.1, 0.0, -0.1], [0.0, 0.0, 0.2], [-0.2, 0.4, 0.2], [0.1, -0.1, -0.1], [0.0, 0.0, 0.0], [-0.1, 0.0, 0.0], [-0.1, 0.0, 0.0], [0.0, 0.1, 0.0], [0.1, 0.1, 0.0], [0.1, 0.0, 0.0], [0.0, 0.1, 0.1], [-0.1, 0.0, 0.1], [-0.1, -0.1, 0.0], [0.0, 0.0, -0.1], [0.0, 0.1, 0.0], [0.0, 0.1, -0.1], [-0.1, -0.1, -0.1], [-0.1, 0.1, -0.1], [-0.1, 0.2, 0.2], [0.3, -0.5, -0.1], [0.1, -0.2, 0.1], [-0.5, 1.0, 0.9], [0.0, -0.5, -1.2], [0.7, 0.1, -0.5], [0.0, 0.0, -0.1], [0.0, 0.0, 0.0], [0.0, 0.1, 0.0], [0.0, 0.0, 0.0], [-1.5, -1.2, 1.4], [2.6, 2.0, -0.4], [0.2, 0.2, 0.4], [0.0, 0.3, 0.1], [-0.7, -0.1, 0.0], [0.2, 0.3, -0.5], [1.5, -1.0, 0.1], [-0.5, -0.2, 0.4], [-0.1, 0.1, 0.3], [-0.1, 0.2, 0.0], [0.0, 0.0, -0.1], [0.1, 0.0, -0.1], [0.1, -0.2, 0.3], [-0.5, -0.1, -0.4], [0.0, 0.1, -0.2], [0.0, 0.1, 0.1], [0.0, 0.0, 0.1], [0.1, 0.0, 0.2], [0.0, -0.3, -0.3], [0.0, -0.1, 0.0], [0.0, 0.1, -0.1], [-0.1, 0.0, 0.0], [0.1, -0.2, 0.0], [0.0, 0.1, 0.1], [0.1, 0.1, -0.1], [0.0, -0.2, 0.0], [-0.1, 0.1, 0.0], [0.1, 0.1, 0.1], [0.1, 0.1, -0.1], [0.0, 0.1, 0.0], [0.0, 0.1, -0.1], [0.1, 0.0, 0.0], [0.1, -0.1, -0.1], [0.0, 0.1, 0.1], [0.0, 0.1, 0.0], [0.0, 0.0, 0.1], [0.1, 0.0, 0.0], [0.1, -0.1, 0.1]],
  "charge": 1,
  "homo_ev": -9.70,
  "gap_ev": 5.8
}

=====

Record 2
{
  "formula": "C37H39Ge2N5OPPdS",
  "method": "the ωB97M-V functional and the def2-TZVPD basis",
  "species": ["Pd", "O", "N", "C", "C", "C", "C", "C", "C", "C", "P", "C", "C", "C", "C", "C", "C", "C", "C", "C", "C", "C", "C", "H", "H", "H", "H", "H", "H", "H", "H", "H", "H", "H", "H", "H", "H", "H", "H", "N", "C", "N", "N", "C", "N", "H", "H", "H", "H", "S", "C", "C", "Ge", "C", "C", "Ge", "C", "C", "C", "C", "C", "C", "C", "C", "C", "C", "C", "C", "H", "H", "H", "H", "H", "H", "H", "H", "H", "H", "H", "H", "H", "H", "H", "H", "H", "H", "H"],
  "coordinates": [[-0.344546, -0.787138, -0.664523], [-1.388064, -3.615753, -0.135655], [-2.219181, -2.615530, -0.608860], [-3.074143, -2.277035, 0.258443], [-4.063059, -1.215498, -0.069076], [-5.398589, -1.566338, 0.128979], [-6.425606, -0.700491, -0.199854], [-6.130953, 0.550883, -0.718066], [-4.810672, 0.927066, -0.892798], [-3.758831, 0.063603, -0.569314], [-2.078824, 0.781407, -0.729645], [-1.952371, 1.937770, 0.659497], [-0.812488, 2.741549, 0.732217], [-0.639454, 3.622534, 1.786819], [-1.602022, 3.698640, 2.788774], [-2.729610, 2.895009, 2.728326], [-2.906855, 2.012173, 1.667995], [-2.224170, 1.807693, -2.222341], [-2.188114, 3.200945, -2.207270], [-2.291888, 3.912007, -3.398140], [-2.429045, 3.239833, -4.603492], [-2.482512, 1.850559, -4.621750], [-2.384882, 1.138974, -3.436985], [-0.970637, -3.934798, -0.943868], [-3.132813, -2.783917, 1.220593], [-5.627406, -2.550012, 0.522486], [-7.455318, -1.004624, -0.059220], [-6.926993, 1.236445, -0.981683], [-4.586801, 1.914477, -1.279965], [-0.067873, 2.684208, -0.053746], [0.242642, 4.250502, 1.828245], [-1.470667, 4.387632, 3.614796], [-3.480786, 2.954472, 3.506806], [-3.792701, 1.389439, 1.629573], [-2.088331, 3.737463, -1.274962], [-2.272067, 4.995872, -3.379570], [-2.502079, 3.798148, -5.529755], [-2.596265, 1.321935, -5.561073], [-2.443393, 0.058030, -3.450917], [0.942615, -1.587695, 4.507188], [0.028632, -0.646484, 4.776317], [-0.146963, -0.270120, 6.051224], [-0.703112, -0.057186, 3.855642], [-0.622524, -0.433679, 2.611869], [-0.568079, -0.761981, 1.502587], [1.563917, -1.928803, 5.217028], [1.210958, -1.736743, 3.546039], [0.285831, -0.761995, 6.810166], [-0.912046, 0.349688, 6.249997], [0.554058, -0.731738, -3.926968], [-0.134011, -1.155853, -2.619341], [2.066152, -3.950322, -2.377068], [2.757512, -3.229988, -0.698064], [4.706531, -3.379032, -0.685207], [2.035860, -4.257969, 0.800073], [2.065328, -0.870671, -0.495359], [2.887948, 0.276431, -1.851527], [2.389785, 1.569783, -2.034902], [2.852895, 2.377086, -3.065549], [3.816611, 1.894074, -3.944262], [4.317130, 0.609781, -3.781620], [3.854398, -0.192027, -2.741277], [2.622955, -0.195836, 1.267726], [2.226861, 1.065356, 1.720537], [2.612096, 1.533737, 2.970539], [3.410868, 0.746093, 3.794772], [3.817268, -0.508834, 3.362606], [3.419007, -0.977020, 2.110707], [2.244506, -5.028581, -2.409009], [2.574007, -3.487491, -3.226669], [0.997019, -3.762921, -2.491015], [4.960139, -4.438629, -0.786918], [5.128182, -3.004297, 0.248914], [5.155385, -2.831258, -1.514343], [2.201741, -5.321287, 0.604666], [0.966118, -4.081478, 0.924856], [2.546327, -3.996130, 1.730096], [1.608411, 1.940034, -1.382632], [2.454676, 3.377218, -3.193492], [4.173062, 2.517050, -4.756777], [5.062736, 0.227499, -4.469470], [4.251083, -1.196281, -2.633046], [1.600808, 1.686956, 1.093731], [2.293729, 2.515637, 3.302539], [3.724437, 1.115904, 4.765092], [4.451598, -1.121721, 3.994376], [3.754929, -1.956426, 1.784250]],
  "forces_ev_per_angstrom": [[-0.6, -0.9, 0.0], [0.1, -0.2, 0.0], [-0.3, 0.0, 0.0], [-0.2, 0.5, 0.0], [0.1, 0.0, 0.1], [0.0, 0.0, 0.0], [-0.1, 0.0, 0.0], [0.0, 0.1, 0.0], [0.1, 0.0, 0.0], [0.0, -0.2, 0.0], [-0.1, 0.3, -0.3], [0.1, 0.0, 0.0], [-0.1, 0.0, 0.0], [0.0, 0.0, 0.0], [0.0, 0.0, 0.0], [0.0, 0.0, 0.0], [0.0, 0.0, 0.0], [0.0, 0.0, 0.0], [0.0, 0.0, -0.1], [0.0, 0.0, 0.0], [0.0, 0.0, 0.0], [0.0, 0.0, 0.0], [0.0, 0.0, 0.0], [0.2, -0.1, 0.0], [0.0, 0.0, 0.0], [0.0, 0.0, 0.0], [0.0, 0.0, 0.0], [0.0, 0.0, 0.0], [0.0, 0.0, 0.0], [0.0, 0.0, 0.0], [0.0, 0.0, 0.0], [0.0, 0.0, 0.0], [0.0, 0.0, 0.0], [0.0, 0.0, 0.0], [0.0, 0.0, 0.0], [0.0, -0.1, 0.0], [0.0, 0.0, 0.1], [0.0, 0.0, 0.1], [0.0, 0.0, 0.0], [-0.1, -0.1, -0.1], [0.3, -0.1, -0.1], [-0.1, 0.0, 0.0], [-0.5, 0.2, -0.2], [0.3, -0.1, 0.4], [-0.1, 0.0, -0.2], [0.1, 0.0, 0.0], [0.1, 0.0, 0.0], [0.0, 0.0, 0.0], [0.0, 0.0, 0.0], [0.0, -0.1, -0.2], [0.0, 0.4, 0.5], [0.0, 0.0, -0.1], [-0.3, 0.0, -0.1], [0.1, 0.0, 0.0], [0.0, 0.0, 0.1], [1.1, 0.5, 0.0], [-0.1, 0.1, -0.1], [0.2, -0.1, -0.1], [0.0, -0.1, 0.0], [0.0, 0.0, 0.0], [0.0, 0.0, 0.1], [0.0, 0.1, 0.0], [0.0, 0.0, 0.2], [0.1, -0.1, 0.1], [0.0, -0.1, 0.0], [0.0, 0.0, 0.0], [0.0, 0.0, -0.1], [0.0, 0.1, 0.0], [0.0, 0.1, 0.0], [-0.1, 0.0, 0.0], [0.0, 0.0, 0.0], [0.0, 0.1, 0.0], [0.0, 0.0, -0.1], [0.0, -0.1, 0.1], [0.0, 0.1, 0.1], [0.0, 0.0, 0.0], [-0.1, -0.1, -0.1], [0.0, 0.0, 0.0], [0.0, 0.0, 0.0], [0.0, 0.0, 0.1], [0.0, 0.0, 0.0], [0.0, 0.1, 0.0], [0.0, 0.0, 0.0], [0.0, 0.0, 0.0], [0.0, 0.0, -0.1], [0.0, 0.0, 0.0], [0.0, 0.0, 0.1]],
  "s_squared": 2.0180,
  "charge": 1,
  "spin_multiplicity": 3,
  "homo_ev": [-8.82, -11.02],
  "gap_ev": [6.7, 6.4]
}

=====

| no. | E_tot (eV) |
| --- | --- |
| 1 | -185128.52646 |
| 2 | -185128.31126 |